Entry 1:
Density functional theory data (ωB97M-V/def2-TZVPD) for a structure of composition C8H10N2S2 at a distorted geometry.

- Energy above the lowest of the compared OMol25 structures with the same formula, charge and spin: 3.9200 eV
- Total charge: 0

Cartesian coordinates (Å):
1 C -0.4968 -1.9164 2.3709
2 C 1.8629 -1.0274 1.6405
3 C -1.1805 1.4271 -0.4267
4 C 0.0354 1.6263 -1.3542
5 C -0.9323 0.4993 0.7034
6 C 0.5106 0.2733 -1.9961
7 C -0.3113 -0.8694 0.1548
8 C 0.7848 -0.7686 -0.8641
9 N -1.1694 -2.1600 3.2707
10 N 0.1107 -1.6757 1.2756
11 S 2.5387 -1.4063 3.0062
12 S 2.3081 -0.4108 0.0967
13 H -1.5870 2.3825 0.0701
14 H -1.9177 1.0148 -0.9622
15 H -0.1610 2.4059 -2.2201
16 H 0.6892 2.1684 -0.7563
17 H -0.1764 0.9153 1.3177
18 H -1.8385 0.4641 1.1928
19 H -0.2342 -0.3199 -2.5357
20 H 1.5101 0.2849 -2.5302
21 H -1.2821 -1.1604 -0.2810
22 H 0.9367 -1.7471 -1.1728

---

Entry 2:
Density functional theory data (ωB97M-V/def2-TZVPD) for the ion C8H9FNO2 with charge -1 at a distorted geometry.

- SMILES: [H]/N=C1/C=CC[C@@H]2[C@@](C)(F)[C@]2([O-])O1
- Energy above the lowest of the compared OMol25 structures with the same formula, charge and spin: 2.8007 eV
- Total charge: -1

Cartesian coordinates (Å):
1 C -2.3298 -0.4388 0.1955
2 C -1.5307 -1.1318 1.0038
3 C -1.9758 0.7059 -0.6241
4 C 0.5066 -0.0571 -1.3032
5 C -0.0615 -0.7581 1.1878
6 C 0.7134 -1.0259 -0.0796
7 C 1.8557 -0.0032 -0.5188
8 C 2.3755 1.1121 0.3728
9 N -2.9856 1.3688 -1.0116
10 O -0.7000 1.0062 -0.8141
11 O 0.3358 -0.3103 -2.4908
12 F 2.9109 -0.5876 -1.1674
13 H -3.4708 -0.8074 0.1983
14 H -1.8804 -1.9700 1.7192
15 H 0.3204 0.2779 1.5049
16 H 0.4036 -1.3588 1.9728
17 H 0.9559 -2.0702 -0.1807
18 H 3.0476 0.6165 0.9688
19 H 1.4609 1.4066 0.9543
20 H 2.8791 1.7812 -0.2703
21 H -2.8309 2.2441 -1.6177

---

Entry 3:
Density functional theory data (ωB97M-V/def2-TZVPD) for a structure of composition C16H30Br10NO6S2 at a distorted geometry.

- Total charge: -1

Cartesian coordinates (Å):
1 C 5.0179 -0.1182 -0.2455
2 C 3.7749 0.1393 0.1649
3 C 2.5656 -0.3230 -0.6094
4 S 2.1642 -2.0641 -0.2846
5 O 1.0870 -2.0277 0.6925
6 O 3.2925 -2.7677 0.2948
7 N 1.5405 -2.7967 -1.5964
8 S 2.6838 -3.1188 -2.7015
9 O 3.6918 -2.0773 -2.7904
10 O 2.0336 -3.2829 -3.9784
11 C 3.6053 -4.6085 -2.2386
12 O 3.1380 -5.7776 -2.9283
13 C 3.7768 -6.8923 -2.5344
14 C 3.0311 -8.2257 -2.6204
15 O 4.9148 -6.9015 -2.1092
16 H 5.2430 -0.0728 -1.3119
17 H 5.8493 -0.3642 0.4114
18 H 3.5857 0.6997 1.0808
19 H 2.6216 -0.1279 -1.6827
20 H 1.7116 0.2489 -0.2337
21 H 3.4634 -4.7503 -1.1638
22 H 4.6534 -4.4266 -2.4737
23 H 1.9601 -8.0724 -2.7574
24 H 3.4692 -8.7621 -3.4659
25 H 3.2697 -8.7441 -1.6936
26 Br 2.8929 2.9108 3.2868
27 C 1.9782 4.4675 2.5676
28 C 1.3269 4.1457 1.2505
29 Br 2.6318 4.0669 -0.1934
30 H 2.7098 5.2667 2.4999
31 H 1.2262 4.7292 3.3098
32 H 0.6324 4.9323 0.9649
33 H 0.8078 3.1914 1.2601
34 Br -2.8004 5.2461 1.4242
35 C -2.9814 5.8132 -0.4465
36 C -1.7145 5.5212 -1.2148
37 Br -0.3168 6.8113 -0.8028
38 H -3.2339 6.8610 -0.4449
39 H -3.8030 5.2358 -0.8479
40 H -1.8863 5.6185 -2.2849
41 H -1.3051 4.5366 -1.0054
42 Br -0.2973 0.4882 1.7775
43 C -0.8032 -0.9254 3.0059
44 C -0.5389 -0.5373 4.4364
45 Br 1.3520 -0.6493 4.8890
46 H -0.2642 -1.8159 2.6909
47 H -1.8688 -1.0741 2.8450
48 H -1.0322 -1.2292 5.1168
49 H -0.8542 0.4769 4.6624
50 Br -2.1450 -6.0206 0.7156
51 C -2.1170 -5.0267 -0.9628
52 C -1.4136 -3.7055 -0.8182
53 Br -2.5308 -2.3946 0.0912
54 H -3.1495 -4.9269 -1.2833
55 H -1.5811 -5.6654 -1.6619
56 H -1.2065 -3.2744 -1.7945
57 H -0.4869 -3.7665 -0.2552
58 Br -8.1112 4.4933 2.2252
59 C -8.1101 5.8493 0.8298
60 C -6.9169 5.7054 -0.0788
61 Br -5.2787 6.3691 0.7574
62 H -8.1488 6.8133 1.3261
63 H -9.0345 5.6899 0.2774
64 H -7.0494 6.3109 -0.9745
65 H -6.7231 4.6758 -0.3654

---

Number 1: highest occupied orbital energy -8.942 eV, gap between HOMO and LUMO 8.40 eV. Number 2: highest occupied orbital energy -3.460 eV, gap between HOMO and LUMO 7.25 eV. Number 3: highest occupied orbital energy -5.943 eV, gap between HOMO and LUMO 7.37 eV.